Version one
Formula: C30H44F18O15
Source: the Open Molecules 2025 dataset
Level of theory: ωB97M-V/def2-TZVPD

Geometry as XYZ:
```
107
C30H44F18O15 ωB97M-V/def2-TZVPD
C -3.605 -0.023 -1.037
C -3.784 -1.329 -0.207
O -4.061 -2.504 -0.887
C -5.327 -2.997 -1.089
O -6.298 -2.369 -0.726
C -5.306 -4.459 -1.603
F -5.851 -5.084 -0.536
F -6.186 -4.543 -2.588
F -4.106 -4.973 -1.972
H -4.530 0.225 -1.558
H -2.965 -0.374 -1.846
H -3.217 0.867 -0.540
H -4.499 -1.181 0.602
H -2.851 -1.364 0.355
C 3.281 5.952 4.432
C 3.343 4.510 5.075
O 4.384 3.731 4.486
C 4.241 2.951 3.304
O 3.166 2.612 2.850
C 5.533 2.589 2.546
F 6.576 3.206 3.017
F 5.722 1.264 2.638
F 5.438 2.931 1.270
H 2.257 6.227 4.180
H 3.912 6.020 3.545
H 3.716 6.676 5.121
H 2.374 4.011 5.065
H 3.511 4.646 6.143
C 3.824 2.925 -3.671
C 4.453 3.177 -2.296
O 5.401 2.171 -1.917
C 5.016 0.971 -1.606
O 3.813 0.630 -1.519
C 6.230 0.102 -1.369
F 7.058 0.731 -0.505
F 6.062 -1.181 -1.028
F 6.806 0.040 -2.532
H 3.491 3.938 -3.897
H 2.919 2.329 -3.789
H 4.478 2.678 -4.508
H 3.677 3.401 -1.563
H 5.032 4.074 -2.513
C -2.702 -0.171 -4.876
C -2.813 -0.888 -6.281
O -3.253 -2.237 -6.345
C -4.489 -2.663 -5.975
O -5.347 -2.025 -5.382
C -4.771 -4.033 -6.361
F -3.728 -4.672 -6.786
F -5.444 -4.737 -5.390
F -5.578 -4.068 -7.431
H -3.420 -0.587 -4.169
H -2.710 0.918 -4.820
H -1.732 -0.445 -4.461
H -1.795 -1.020 -6.649
H -3.395 -0.284 -6.977
C -0.306 2.096 1.766
C 0.687 1.725 0.734
O 0.084 1.514 -0.581
C 0.501 2.281 -1.597
O 1.365 3.198 -1.535
C -0.333 2.015 -2.875
F 0.545 1.633 -3.803
F -1.291 1.038 -2.741
F -0.968 3.102 -3.229
H -0.990 2.850 1.375
H 0.095 2.484 2.702
H -0.909 1.211 1.966
H 1.184 0.825 1.098
H 1.445 2.504 0.656
C -1.838 4.502 6.218
C -1.803 3.844 4.869
O -2.374 4.540 3.821
C -3.735 4.728 3.645
O -4.595 4.382 4.449
C -4.028 5.609 2.471
F -5.192 5.282 1.891
F -4.277 6.755 3.092
F -3.005 5.699 1.640
H -2.813 4.264 6.644
H -1.733 5.583 6.307
H -1.204 3.852 6.821
H -2.326 2.895 4.990
H -0.789 3.575 4.574
C 2.167 -7.919 -0.369
O 0.829 -8.096 -0.843
C -0.337 -7.819 -0.032
C -0.564 -6.259 0.068
O 0.531 -5.594 0.753
C 0.297 -4.237 1.045
C 1.591 -3.689 1.697
O 1.703 -2.304 1.911
C 2.930 -1.808 2.359
H 2.313 -8.485 0.551
H 2.252 -6.862 -0.114
H 2.982 -8.152 -1.055
H -0.372 -8.201 0.989
H -1.141 -8.318 -0.574
H -1.460 -6.112 0.671
H -0.745 -5.753 -0.880
H -0.628 -4.028 1.583
H 0.092 -3.662 0.142
H 2.556 -3.978 1.280
H 1.713 -4.011 2.731
H 3.305 -2.342 3.232
H 2.963 -0.727 2.491
H 3.674 -1.928 1.571
```

net charge	0
2S+1	1
HOMO	-9.461	eV
E_LUMO	0.124	eV

Löwdin population analysis, charges in e, atoms 1 to 4:
1. C -0.04
2. C -0.24
3. O 0.01
4. C -0.31

Version two
Formula: C30H44F18O15
Source: the Open Molecules 2025 dataset
Level of theory: ωB97M-V/def2-TZVPD

Geometry as XYZ:
```
107
C30H44F18O15 ωB97M-V/def2-TZVPD
C 4.365 -2.114 4.410
C 2.998 -1.842 3.777
O 1.945 -1.777 4.739
C 1.787 -0.684 5.438
O 2.467 0.298 5.350
C 0.659 -0.675 6.483
F 1.141 -0.434 7.688
F -0.189 0.313 6.216
F -0.012 -1.817 6.461
H 4.991 -1.238 4.567
H 4.961 -2.765 3.762
H 4.229 -2.738 5.295
H 2.794 -2.791 3.287
H 2.984 -0.961 3.142
C -0.423 8.745 -0.005
C 1.071 8.558 -0.207
O 1.342 7.357 -0.903
C 1.560 6.250 -0.204
O 1.549 6.212 0.990
C 1.751 4.965 -1.047
F 1.983 5.355 -2.312
F 2.732 4.217 -0.592
F 0.637 4.230 -1.025
H -0.920 8.694 -0.982
H -0.687 9.751 0.322
H -0.910 7.997 0.617
H 1.478 8.673 0.800
H 1.464 9.366 -0.818
C -5.894 -1.217 6.294
C -6.249 -2.690 6.082
O -6.407 -2.990 4.692
C -5.329 -3.281 4.009
O -4.210 -3.232 4.442
C -5.582 -3.756 2.585
F -5.055 -4.936 2.299
F -6.897 -3.831 2.346
F -5.037 -2.872 1.737
H -6.694 -0.617 5.872
H -4.912 -1.117 5.823
H -5.676 -0.952 7.327
H -7.255 -2.820 6.482
H -5.583 -3.367 6.610
C -4.047 -1.177 -1.906
C -4.660 0.184 -1.677
O -3.651 1.153 -1.991
C -3.689 2.368 -1.507
O -4.577 2.763 -0.806
C -2.395 3.190 -1.752
F -1.546 2.488 -2.484
F -2.725 4.317 -2.366
F -1.847 3.442 -0.572
H -3.262 -1.360 -1.168
H -3.517 -1.253 -2.859
H -4.716 -2.036 -1.890
H -4.940 0.272 -0.628
H -5.478 0.425 -2.356
C 1.367 2.672 -8.195
C 0.490 1.460 -8.553
O 0.540 0.578 -7.432
C -0.043 -0.601 -7.538
O -0.637 -0.969 -8.500
C -0.043 -1.387 -6.224
F 0.686 -0.785 -5.300
F -1.288 -1.572 -5.821
F 0.490 -2.588 -6.457
H 2.352 2.417 -7.820
H 0.866 3.313 -7.464
H 1.381 3.327 -9.069
H 0.992 1.035 -9.421
H -0.526 1.773 -8.773
C 4.191 -4.960 -2.159
C 5.631 -4.471 -2.197
O 5.735 -3.121 -1.730
C 5.707 -2.915 -0.417
O 5.775 -3.768 0.409
C 5.662 -1.440 -0.053
F 4.592 -1.139 0.670
F 6.740 -1.122 0.644
F 5.598 -0.677 -1.141
H 4.098 -6.032 -2.341
H 3.565 -4.577 -2.974
H 3.632 -4.671 -1.270
H 6.056 -4.446 -3.195
H 6.199 -5.074 -1.486
C -0.741 -3.767 2.326
O -1.346 -2.545 2.629
C -1.578 -1.680 1.518
C -0.989 -0.321 1.861
O 0.417 -0.426 1.625
C 1.091 0.778 1.266
C 1.768 0.744 -0.095
O 0.756 0.457 -1.046
C 1.292 -0.051 -2.250
H 0.174 -3.625 1.727
H -1.339 -4.506 1.787
H -0.301 -4.154 3.246
H -2.660 -1.625 1.372
H -1.092 -2.078 0.626
H -1.058 -0.023 2.913
H -1.414 0.490 1.259
H 1.779 0.830 2.117
H 0.536 1.716 1.369
H 2.546 -0.025 -0.126
H 2.314 1.660 -0.337
H 1.853 -0.983 -2.182
H 1.801 0.800 -2.725
H 0.467 -0.170 -2.955
```

net charge	0
2S+1	1
HOMO	-9.150	eV
E_LUMO	0.438	eV

Löwdin population analysis, charges in e, atoms 1 to 4:
1. C -0.05
2. C -0.18
3. O 0.04
4. C -0.41

Which is most stable, and by how much? version two, by 319.7 kJ/mol.

Version one
Formula: C40H30F6GeIN4O10S2Zr
Source: the Open Molecules 2025 dataset
Level of theory: ωB97M-V/def2-TZVPD

Geometry as XYZ:
```
95
C40H30F6GeIN4O10S2Zr ωB97M-V/def2-TZVPD
Zr 1.330 -0.207 0.187
O 2.523 -4.029 1.417
C 1.682 -3.024 1.068
O 2.191 -2.086 0.322
C 0.373 -3.024 1.395
C -0.316 -3.800 2.404
C -1.340 -3.238 3.072
C -1.621 -1.816 2.866
C -1.140 -1.198 1.787
N -0.421 -1.961 0.820
C -1.099 0.306 1.693
O -1.538 1.035 2.549
O -0.476 0.716 0.590
H 3.402 -3.718 1.161
H 0.033 -4.797 2.651
H -1.858 -3.788 3.847
H -2.108 -1.219 3.626
F 5.672 -0.593 -3.220
C 5.374 -0.527 -1.930
F 6.165 0.350 -1.335
F 5.525 -1.718 -1.369
S 3.618 -0.066 -1.742
O 3.435 0.253 -0.300
O 2.822 -1.154 -2.238
N 3.542 1.277 -2.576
S 2.084 1.934 -2.512
O 2.065 3.321 -2.211
O 1.161 1.025 -1.784
C 1.582 1.822 -4.265
F 1.819 0.623 -4.765
F 2.293 2.714 -4.953
F 0.289 2.109 -4.361
C -0.257 -1.610 -0.612
Ge -1.954 -1.076 -1.435
C -3.160 -2.626 -1.334
C -4.545 -2.537 -1.181
C -5.342 -3.677 -1.135
C -4.765 -4.935 -1.240
C -3.389 -5.046 -1.395
C -2.601 -3.903 -1.438
C -3.023 0.444 -0.842
C -2.930 1.653 -1.539
C -3.647 2.773 -1.136
C -4.473 2.703 -0.021
C -4.575 1.512 0.684
C -3.856 0.395 0.277
C -1.697 -0.870 -3.357
C -2.750 -0.446 -4.174
C -2.640 -0.479 -5.557
C -1.482 -0.967 -6.153
C -0.434 -1.406 -5.359
C -0.538 -1.343 -3.972
H 0.062 -2.505 -1.145
H -5.022 -1.566 -1.104
H -6.414 -3.579 -1.012
H -5.384 -5.824 -1.198
H -2.928 -6.023 -1.474
H -1.527 -4.013 -1.545
H -2.278 1.732 -2.402
H -3.557 3.700 -1.691
H -5.028 3.576 0.302
H -5.201 1.455 1.566
H -3.935 -0.520 0.855
H -3.675 -0.097 -3.727
H -3.466 -0.140 -6.173
H -1.400 -1.007 -7.233
H 0.470 -1.789 -5.816
H 0.298 -1.678 -3.366
I 2.380 3.106 8.357
C 2.415 1.991 6.595
C 3.486 1.140 6.353
C 3.515 0.418 5.167
C 2.483 0.536 4.247
C 1.409 1.377 4.512
C 1.373 2.118 5.688
C 2.569 -0.208 2.937
O 3.629 -0.679 2.573
O 1.448 -0.196 2.255
H 4.284 1.044 7.076
H 4.344 -0.239 4.937
H 0.597 1.444 3.796
H 0.543 2.780 5.892
N -0.097 3.413 0.104
C 1.136 3.550 0.659
C 1.627 4.834 0.978
C 2.878 4.965 1.514
C 3.650 3.822 1.742
C 3.100 2.615 1.393
N 1.874 2.447 0.857
H -0.711 4.206 0.138
H -0.526 2.492 0.154
H 1.000 5.696 0.785
H 3.262 5.949 1.758
H 4.640 3.867 2.172
H 3.674 1.710 1.551
```

net charge	-1
2S+1	1
HOMO	-3.947	eV
E_LUMO	2.027	eV

Löwdin population analysis, charges in e, atoms 1 to 4:
1. Zr 1.80
2. O 0.10
3. C -0.46
4. O -0.21

Version two
Formula: C40H30F6GeIN4O10S2Zr
Source: the Open Molecules 2025 dataset
Level of theory: ωB97M-V/def2-TZVPD

Geometry as XYZ:
```
95
C40H30F6GeIN4O10S2Zr ωB97M-V/def2-TZVPD
Zr 0.828 -1.192 -0.089
O -1.127 -3.086 3.018
C -0.810 -2.468 1.827
O 0.387 -1.816 1.782
C -1.655 -2.365 0.767
C -2.777 -3.196 0.404
C -3.141 -3.280 -0.896
C -2.403 -2.564 -1.906
C -1.468 -1.664 -1.506
N -1.226 -1.383 -0.182
C -0.534 -0.886 -2.393
O -0.543 -0.975 -3.606
O 0.295 -0.129 -1.714
H -0.393 -2.900 3.617
H -3.246 -3.781 1.180
H -3.958 -3.917 -1.207
H -2.584 -2.742 -2.954
F 1.464 -4.026 2.805
C 2.084 -3.630 1.692
F 1.248 -3.833 0.671
F 3.114 -4.473 1.552
S 2.807 -1.899 2.052
O 2.487 -0.826 1.105
O 2.516 -1.644 3.420
N 4.350 -2.208 1.844
S 4.576 -2.225 0.275
O 5.216 -1.065 -0.254
O 3.359 -2.660 -0.355
C 5.834 -3.614 -0.011
F 6.303 -3.550 -1.260
F 6.890 -3.523 0.803
F 5.302 -4.817 0.158
C 0.332 0.990 0.754
Ge -1.491 1.305 -0.021
C -1.453 3.352 0.297
C -0.653 3.959 1.261
C -0.630 5.333 1.434
C -1.421 6.143 0.639
C -2.237 5.564 -0.318
C -2.249 4.189 -0.479
C -1.973 1.390 -1.966
C -3.180 0.914 -2.451
C -3.503 1.052 -3.791
C -2.625 1.673 -4.659
C -1.420 2.159 -4.180
C -1.103 2.027 -2.842
C -3.128 0.870 1.098
C -3.444 1.672 2.191
C -4.499 1.350 3.025
C -5.269 0.227 2.773
C -4.992 -0.554 1.666
C -3.931 -0.231 0.836
H 1.031 1.684 0.283
H -0.026 3.355 1.902
H 0.014 5.774 2.184
H -1.397 7.218 0.760
H -2.857 6.187 -0.948
H -2.889 3.744 -1.229
H -3.879 0.442 -1.777
H -4.443 0.663 -4.153
H -2.876 1.777 -5.706
H -0.725 2.636 -4.856
H -0.159 2.398 -2.464
H -2.847 2.552 2.387
H -4.719 1.974 3.881
H -6.079 -0.039 3.438
H -5.595 -1.426 1.451
H -3.714 -0.861 -0.011
I 5.237 2.190 -4.670
C 4.085 0.591 -3.912
C 3.638 0.640 -2.608
C 2.901 -0.423 -2.107
C 2.622 -1.532 -2.902
C 3.093 -1.551 -4.210
C 3.821 -0.494 -4.724
C 1.857 -2.765 -2.412
O 2.054 -3.823 -2.983
O 1.025 -2.602 -1.449
H 3.866 1.486 -1.977
H 2.594 -0.400 -1.063
H 2.886 -2.420 -4.816
H 4.184 -0.529 -5.741
N 2.620 1.874 1.990
C 1.602 1.320 2.765
C 1.702 1.248 4.142
C 0.661 0.769 4.919
C -0.477 0.332 4.253
C -0.539 0.403 2.887
N 0.457 0.926 2.118
H 3.446 2.063 2.539
H 2.865 1.309 1.182
H 2.619 1.580 4.603
H 0.746 0.716 5.991
H -1.328 -0.063 4.786
H -1.400 0.033 2.352
```

net charge	-1
2S+1	1
HOMO	-3.862	eV
E_LUMO	2.071	eV

Löwdin population analysis, charges in e, atoms 1 to 4:
1. Zr 1.79
2. O 0.07
3. C -0.41
4. O -0.33

Which is most stable, and by how much? version one, by 430.2 kJ/mol.